1.
A molecular structure, C34H72BN9O4RbSSi2Te in a non-equilibrium geometry, computed with ωB97M-V/def2-TZVPD.

electronic energy	-3426.6681	a.u.
F_max	0.0213	Eh/bohr
total charge	-1
orbital gap	0.20754	Eh

Element x y z (Å)
Rb 0.2134 0.4885 0.1670
C 0.5371 -4.6626 2.7937
C 1.5493 -3.7780 2.0639
C 2.6617 -4.6330 1.4531
C 2.1166 -2.7272 2.9745
C 2.9287 -2.9044 4.1078
C 3.1556 -1.6217 4.5538
N 2.5387 -0.7596 3.7292
N 1.8817 -1.4358 2.7545
B 2.4783 0.7747 3.9821
N 3.2775 1.6274 2.9674
C 4.2233 2.5028 3.3506
C 4.7037 3.1525 2.2389
C 3.9772 2.5949 1.1735
N 3.1045 1.6942 1.6219
C 4.1880 2.8576 -0.2941
C 5.4630 2.1500 -0.7702
C 3.0038 2.4569 -1.1597
N 1.0383 1.2772 4.2011
C 0.5728 1.6272 5.4132
C -0.7326 2.0259 5.2806
C -0.9995 1.8864 3.9046
N 0.0743 1.4312 3.2567
C -2.3127 2.2257 3.2473
C -3.4697 1.5356 3.9795
C -2.3537 1.9008 1.7637
H 0.1076 -5.4066 2.1149
H -0.2752 -4.0662 3.2060
H 1.0280 -5.1963 3.6125
H 1.0289 -3.2387 1.2679
H 3.1878 -5.1889 2.2328
H 3.3979 -4.0179 0.9311
H 2.2532 -5.3635 0.7471
H 3.2899 -3.8228 4.5402
H 3.7222 -1.2601 5.3956
H 3.0527 0.9371 5.0349
H 4.4828 2.6005 4.3912
H 5.4679 3.9103 2.1934
H 4.3425 3.9360 -0.4012
H 5.3346 1.0661 -0.7096
H 6.3239 2.4216 -0.1566
H 5.6837 2.4105 -1.8084
H 2.8827 1.3695 -1.1680
H 3.1677 2.7718 -2.1934
H 2.0725 2.9091 -0.8293
H 1.2111 1.5716 6.2791
H -1.3950 2.3765 6.0541
H -2.4503 3.3075 3.3549
H -3.3701 0.4506 3.9021
H -4.4247 1.8279 3.5339
H -3.4948 1.8009 5.0377
H -2.2417 0.8237 1.6185
H -1.5713 2.4344 1.2282
H -3.3118 2.2050 1.3387
O 3.1334 -0.8068 0.2940
H 2.7342 -1.2202 1.0813
H 3.2591 0.1045 0.6293
O 0.2929 4.1848 0.8434
H 0.0141 3.7361 0.0246
H 0.5337 3.4560 1.4285
O -1.3123 3.4381 -2.1574
N -0.3557 2.4816 -1.5029
C 1.8449 -2.9494 -1.3692
O 0.5818 -2.3065 -1.0087
C -0.5719 -2.9069 -0.9973
C -0.4876 -4.3608 -1.3641
H 1.8484 -3.1310 -2.4412
H 1.9649 -3.8768 -0.8167
H 2.6029 -2.2263 -1.0871
H 0.1516 -4.5714 -2.2242
H -1.4822 -4.7594 -1.5444
H -0.0672 -4.8883 -0.4964
C -5.6058 -2.5826 -0.5306
C -4.3984 -3.5037 -0.3753
N -3.3155 -2.9202 0.3869
C -3.2933 -2.7462 1.7284
S -2.1372 -1.7510 2.4280
N -4.2715 -3.3697 2.4222
C -4.5007 -3.1643 3.8432
C -5.5743 -2.1190 4.1016
H -6.3885 -3.0667 -1.1179
H -5.3127 -1.6628 -1.0369
H -6.0263 -2.3045 0.4374
H -3.9980 -3.7403 -1.3602
H -4.6907 -4.4619 0.0677
H -2.5795 -2.4118 -0.1122
H -5.0271 -3.7780 1.8994
H -3.5525 -2.8424 4.2693
H -4.7657 -4.1247 4.2900
H -5.2616 -1.1557 3.6961
H -5.7435 -2.0002 5.1732
H -6.5241 -2.3994 3.6394
C 0.5595 5.6601 -2.5204
Si -0.3242 4.7409 -3.8807
C 0.3699 5.6809 -5.4081
C -2.1570 5.0582 -4.1019
C 0.2767 2.9988 -4.3478
Te -0.7891 1.6096 -3.1842
C 0.6977 -0.0237 -3.6453
Si -0.0075 -1.1543 -4.9372
C 1.1246 -2.5868 -5.3752
C -0.3143 -0.1843 -6.5045
C -1.6448 -1.8773 -4.3836
H 0.2303 6.7045 -2.5509
H 1.6389 5.6577 -2.7004
H 0.3677 5.2633 -1.5271
H 0.1565 6.7541 -5.3412
H -0.0659 5.3175 -6.3458
H 1.4575 5.5709 -5.4855
H -2.3175 6.1277 -4.2685
H -2.7355 4.7408 -3.2348
H -2.5325 4.5319 -4.9856
H 1.3194 2.8576 -4.0541
H 0.1727 2.7953 -5.4162
H 0.9188 -0.5489 -2.7127
H 1.6107 0.4567 -4.0065
H 2.1163 -2.2400 -5.6757
H 0.7009 -3.1625 -6.2034
H 1.2545 -3.2697 -4.5318
H 0.6119 0.2407 -6.8999
H -1.0108 0.6422 -6.3367
H -0.7466 -0.8311 -7.2727
H -1.6372 -2.1457 -3.3231
H -1.8835 -2.7737 -4.9633
H -2.4586 -1.1604 -4.5199

2.
4 unconnected molecules or ions with the total composition C34H72NO3P2 in a non-equilibrium geometry, computed with ωB97M-V/def2-TZVPD.

electronic energy	-2301.6454	a.u.
F_max	0.0550	Eh/bohr
total charge	+1
orbital gap	0.27287	Eh

Element x y z (Å)
C -5.4589 2.7363 -2.5412
C -5.5785 1.1557 -2.4878
O -5.8621 0.7263 -1.1340
P -4.5315 0.0001 -0.4248
O -4.2902 -1.2774 -1.1618
C -3.0823 1.1133 -0.7575
C -1.8886 0.9757 0.2610
C -1.0804 -0.3741 0.1118
C 0.1027 -0.3235 -0.8855
C -0.1639 -0.7223 -2.2890
C 0.9185 -0.6840 -3.2668
C 2.2291 -0.2871 -2.7810
N 2.4333 0.0676 -1.4830
C 1.4480 0.0862 -0.5105
P 1.9826 0.6650 1.1861
C 1.6869 -0.6236 2.5106
C 1.6899 0.1384 3.9067
C 1.1527 2.3042 1.5582
C 1.2183 3.1568 0.2033
O -4.9285 -0.1585 1.1610
C -4.2104 -1.2217 1.8256
C -4.7748 -2.6669 1.5642
H -5.9486 3.1542 -1.6219
H -4.4052 3.1015 -2.6134
H -6.0324 3.1511 -3.4119
H -6.4728 0.8553 -3.1020
H -4.6959 0.6292 -2.9274
H -3.3776 2.1862 -0.8755
H -2.6789 0.8010 -1.7648
H -2.3163 0.9898 1.3044
H -1.2554 1.8992 0.1912
H -0.8185 -0.7319 1.1352
H -1.8080 -1.1330 -0.3041
H -1.1704 -1.0221 -2.6560
H 0.8238 -0.9318 -4.3426
H 3.1021 -0.2318 -3.4764
H 3.3878 0.3387 -1.2176
H 2.5320 -1.3675 2.5150
H 0.7493 -1.2232 2.3989
H 2.7374 0.5217 4.0655
H 1.4249 -0.5458 4.7551
H 0.9689 0.9907 3.9449
H 1.8096 2.8398 2.2849
H 0.0894 2.2056 1.8849
H 0.2971 3.0425 -0.4174
H 1.3665 4.2331 0.4585
H 2.0870 2.8266 -0.4367
H -4.3228 -1.0264 2.9298
H -3.1095 -1.2427 1.6311
H -5.7962 -2.6806 1.1030
H -4.6974 -3.3433 2.4594
H -4.1022 -3.1404 0.7911
C 5.7765 2.7853 -1.9069
C 5.7576 1.7560 -3.0315
C 6.8790 0.7214 -2.9245
C 8.2975 1.2867 -3.0168
C 8.6038 2.0730 -4.2919
C 8.4975 1.2340 -5.5598
H 6.6913 3.3790 -1.9200
H 4.9350 3.4745 -2.0107
H 5.6960 2.2992 -0.9303
H 5.7994 2.2664 -3.9974
H 4.7958 1.2278 -3.0040
H 6.7357 -0.0341 -3.7037
H 6.7811 0.1893 -1.9707
H 9.0053 0.4546 -2.9357
H 8.4917 1.9304 -2.1536
H 9.6212 2.4667 -4.2193
H 7.9441 2.9431 -4.3721
H 9.1788 0.3806 -5.5203
H 8.7609 1.8339 -6.4334
H 7.4837 0.8578 -5.7130
C -3.8795 -2.1657 -4.7821
C -4.4256 -3.3047 -3.9299
C -3.5590 -4.5636 -3.9758
C -3.4260 -5.2166 -5.3540
C -4.7447 -5.6209 -6.0132
C -5.5191 -6.6685 -5.2228
H -3.8481 -2.4310 -5.8409
H -4.5144 -1.2821 -4.6827
H -2.8675 -1.8920 -4.4658
H -5.4499 -3.5345 -4.2368
H -4.4847 -2.9638 -2.8931
H -3.9609 -5.2917 -3.2646
H -2.5537 -4.3153 -3.6135
H -2.7932 -6.1062 -5.2544
H -2.8900 -4.5414 -6.0289
H -4.5259 -6.0252 -7.0059
H -5.3767 -4.7418 -6.1735
H -4.9216 -7.5733 -5.0855
H -6.4315 -6.9460 -5.7553
H -5.8128 -6.2978 -4.2387
C 2.2299 2.2544 10.2398
C 1.6135 1.1293 9.4171
C 1.5961 1.4175 7.9158
C 0.7646 2.6306 7.4917
C -0.7075 2.5872 7.9011
C -1.4735 1.4259 7.2789
H 1.6577 3.1801 10.1508
H 2.2515 1.9811 11.2964
H 3.2563 2.4530 9.9219
H 0.6020 0.9217 9.7781
H 2.1935 0.2172 9.5865
H 1.2345 0.5263 7.3914
H 2.6259 1.5691 7.5727
H 0.8254 2.7261 6.4001
H 1.2139 3.5417 7.8976
H -1.1813 3.5231 7.5904
H -0.7996 2.5449 8.9903
H -1.4298 1.4709 6.1866
H -2.5242 1.4636 7.5749
H -1.0761 0.4608 7.5996

3.
A molecular structure, C34H74AsF6N6O10 in a non-equilibrium geometry, computed with ωB97M-V/def2-TZVPD.

electronic energy	-5255.8744	a.u.
F_max	0.0745	Eh/bohr
total charge	-1
orbital gap	0.32993	Eh

Element x y z (Å)
As 0.3407 0.0556 -0.0276
F -1.3962 0.5059 0.1336
F 0.3822 0.7775 -1.6620
F 2.1276 -0.3795 -0.1131
F 0.2471 -0.8370 1.6062
F -0.1000 -1.4770 -0.8276
F 0.6572 1.6243 0.8462
C 4.6725 1.7256 3.3202
O 4.8340 2.7669 3.9651
N 3.6652 0.8611 3.5539
C 3.6897 -0.4616 2.9861
C 2.7569 1.0171 4.6528
H 5.2200 1.3140 2.4582
H 2.7221 -0.8776 2.7052
H 4.1625 -1.0747 3.7533
H 4.2739 -0.5738 2.0727
H 2.7842 0.1383 5.2971
H 3.0716 1.8844 5.2331
H 1.7481 1.1048 4.2495
C -3.0048 2.1198 -5.7917
O -3.1513 0.9207 -6.0997
N -1.9143 2.6049 -5.1662
C -0.8582 1.7467 -4.6494
C -1.8876 4.0185 -4.7577
H -3.7723 2.8751 -6.0214
H -1.0590 0.7010 -4.8827
H -0.6478 1.8453 -3.5845
H 0.0750 1.9703 -5.1662
H -0.9020 4.4824 -4.7199
H -2.5067 4.6458 -5.3991
H -2.3151 4.0528 -3.7556
C 4.7168 -0.1087 -2.3995
O 5.9333 0.0204 -2.2888
N 4.1107 -0.6320 -3.4514
C 2.6070 -0.8003 -3.3658
C 4.8577 -1.2094 -4.6040
H 3.9926 0.2953 -1.6753
H 2.2742 -1.6749 -2.8068
H 2.3889 -0.7336 -4.4316
H 2.2128 0.0947 -2.8844
H 4.9891 -2.2860 -4.4956
H 4.2952 -0.9409 -5.4982
H 5.8880 -0.8678 -4.7035
C 1.1534 3.6818 3.3319
O 2.1952 4.3876 3.4476
N 0.1476 3.4862 4.1980
C 0.1181 3.9674 5.6230
C -1.0070 2.6988 3.9257
H 0.8900 3.1671 2.3949
H 0.9967 4.5959 5.7689
H 0.1237 3.2194 6.4159
H -0.7574 4.5845 5.8248
H -1.1459 1.7414 4.4279
H -1.9826 3.1453 4.1177
H -1.0383 2.4123 2.8745
C 3.4798 -4.0206 5.1099
O 2.6581 -3.7703 5.9197
N 3.2441 -3.9363 3.7855
C 4.2416 -4.0505 2.7510
C 1.8868 -3.7369 3.2483
H 4.4572 -4.4339 5.4035
H 5.2418 -4.1901 3.1612
H 4.2184 -3.1438 2.1464
H 4.0915 -4.9214 2.1130
H 1.7621 -3.0008 2.4541
H 1.4233 -4.6871 2.9830
H 1.1967 -3.3931 4.0188
C -5.4667 -0.5769 -3.9691
O -6.6731 -0.5948 -4.0764
N -4.7995 -0.8000 -2.8076
C -3.3277 -0.5639 -2.7054
C -5.4499 -1.1618 -1.5485
H -4.7800 -0.4980 -4.8261
H -2.7212 -1.3813 -2.3157
H -3.0432 0.3004 -2.1054
H -2.8494 -0.3493 -3.6611
H -4.8136 -1.8472 -0.9886
H -5.6295 -0.2991 -0.9069
H -6.4669 -1.5403 -1.6506
C -2.6307 3.6819 0.1952
C -3.0090 3.0616 -1.1553
C -4.1926 2.2051 -0.7616
O -4.8409 3.0453 0.2131
C -3.9839 4.0186 0.6797
H -1.9749 4.5477 0.1030
H -2.2676 2.8561 0.8070
H -2.2346 2.4500 -1.6182
H -3.2933 3.7741 -1.9296
H -3.8156 1.2601 -0.3705
H -4.8305 2.1677 -1.6446
H -3.9469 3.9931 1.7688
H -4.1310 5.0494 0.3575
C 1.0680 -4.7680 -0.4885
C 2.3081 -4.6454 -1.2795
C 1.9642 -4.8345 -2.7379
O 0.6022 -5.3256 -2.6083
C 0.3423 -5.7958 -1.3226
H 0.4638 -3.8719 -0.3466
H 1.2833 -5.1508 0.5091
H 3.1130 -5.2960 -0.9377
H 2.7220 -3.6416 -1.1843
H 2.6222 -5.4120 -3.3871
H 1.8471 -3.8193 -3.1171
H 0.7658 -6.8001 -1.3114
H -0.7339 -5.8149 -1.1504
C -2.4227 -4.4334 2.6315
C -3.7768 -4.9867 2.7843
C -4.7042 -3.8564 3.2695
O -3.8366 -2.7485 3.2747
C -2.6737 -2.9489 2.4079
H -1.8777 -4.8121 1.7669
H -1.8769 -4.6080 3.5587
H -3.8589 -5.8284 3.4719
H -4.0948 -5.2434 1.7738
H -5.0697 -4.1089 4.2649
H -5.4567 -3.7725 2.4854
H -1.8744 -2.2471 2.6461
H -3.0099 -2.7238 1.3957
C 1.8040 3.6450 -1.6378
C 2.2236 4.9031 -0.8907
C 0.9324 5.6916 -0.7522
O 0.3039 5.4440 -2.0609
C 0.6173 4.1216 -2.4312
H 1.5319 2.8643 -0.9274
H 2.5436 3.1096 -2.2331
H 2.9591 5.4934 -1.4373
H 2.5881 4.7767 0.1287
H 1.0662 6.7456 -0.5087
H 0.3022 5.3310 0.0608
H 0.9175 4.0898 -3.4785
H -0.2295 3.4425 -2.3318